1.
Molecular formula: C2H4O3S
Method: DFT, ωB97M-V/def2-TZVPD

Calculated values
Total charge: 0
SMILES: O=C=CO.OS
Kohn-Sham gap: 8.838 eV

Geometry (Å):
1 O 0.607 -0.974 2.183
2 C 0.839 -0.911 1.042
3 C 1.218 -0.767 -0.179
4 O 0.795 -1.715 -1.183
5 H 2.064 -0.066 -0.225
6 H 1.031 -1.320 -2.020
7 O -1.803 0.877 0.729
8 S -1.460 1.772 -0.686
9 H -2.506 0.340 0.577
10 H -0.784 2.763 -0.237

2.
Molecular formula: C2H4O3S
Method: DFT, ωB97M-V/def2-TZVPD

Calculated values
Total charge: 0
Kohn-Sham gap: 9.575 eV

Geometry (Å):
1 C 1.697 -1.405 1.621
2 C -0.126 0.731 -1.044
3 O 0.014 -1.865 -1.134
4 O 1.157 -0.597 0.779
5 O 0.840 -2.509 1.752
6 S -0.348 -0.824 -0.164
7 H -0.896 1.002 -1.781
8 H 0.847 0.968 -1.483
9 H -0.269 1.487 -0.219
10 H 1.210 -3.101 2.334

3.
Molecular formula: C2H4O3Sc
Method: DFT, ωB97M-V/def2-TZVPD

Calculated values
Total charge: +3
Kohn-Sham gap: 9.601 eV

Geometry (Å):
1 O -0.040 1.456 0.012
2 O 0.449 -1.380 0.323
3 C -1.198 1.154 0.242
4 C -1.720 -0.241 0.127
5 H -1.946 1.926 0.489
6 H -2.591 -0.272 -0.543
7 H -1.999 -0.630 1.119
8 Sc 1.625 0.219 -0.055
9 O -0.707 -1.077 -0.457
10 H -0.939 -2.055 -0.576

4.
Molecular formula: C2H4O3Si
Method: DFT, ωB97M-V/def2-TZVPD

Calculated values
Total charge: 0
Kohn-Sham gap (spin up / spin down): 8.231 / 8.232 eV

Geometry (Å):
1 C -2.168 1.724 -0.442
2 C 0.956 -1.001 0.227
3 O -1.533 2.681 -0.700
4 O -2.495 -0.848 1.050
5 O -2.759 -1.152 -0.313
6 Si -1.598 -0.040 0.060
7 H -3.374 1.746 -0.295
8 H 0.781 -2.041 0.021
9 H 1.700 -0.635 -0.453
10 H 0.956 -0.558 1.196

5.
Molecular formula: C2H4O3Zn
Method: DFT, ωB97M-V/def2-TZVPD

Calculated values
Multiplicity: 2
Total charge: +1
Kohn-Sham gap (spin up / spin down): 9.747 / 9.615 eV

Geometry (Å):
1 O -1.207 1.372 0.153
2 C -0.164 0.947 -0.255
3 Zn 2.418 0.153 -0.175
4 O 0.282 -0.308 -0.257
5 O 0.947 1.693 -0.163
6 H 0.664 2.572 0.244
7 C -0.589 -1.412 0.055
8 H -0.425 -1.702 1.096
9 H -1.624 -1.087 -0.083
10 H -0.302 -2.227 -0.613

6.
Molecular formula: C2H4O4Si
Method: DFT, ωB97M-V/def2-TZVPD

Calculated values
Total charge: 0
SMILES: O=[Si](O)O.C=C=O
Kohn-Sham gap: 9.959 eV

Geometry (Å):
1 O 1.042 0.154 1.593
2 Si 0.060 1.012 0.863
3 O 0.389 2.220 -0.176
4 O -1.524 1.083 1.078
5 H 1.254 2.439 -0.278
6 H -2.189 1.231 0.415
7 C 0.481 -2.090 -0.587
8 C -0.257 -1.087 -0.982
9 O -0.817 -0.115 -1.356
10 H 0.580 -3.140 -0.906
11 H 0.983 -1.708 0.336

7.
Molecular formula: C2H4OS2
Method: DFT, ωB97M-V/def2-TZVPD

Calculated values
Total charge: 0
SMILES: OC(=S)CS
Kohn-Sham gap: 9.285 eV

Geometry (Å):
1 O -0.466 -1.073 1.197
2 C -0.754 -0.755 -0.054
3 S -2.115 -1.200 -0.817
4 C 0.317 0.214 -0.682
5 S 1.511 0.999 0.426
6 H 0.405 -0.613 1.394
7 H -0.209 1.029 -1.156
8 H 0.723 -0.307 -1.502
9 H 0.588 1.706 1.193

8.
Molecular formula: C2H4OS2
Method: DFT, ωB97M-V/def2-TZVPD

Calculated values
Total charge: 0
Kohn-Sham gap: 7.632 eV

Geometry (Å):
1 C -0.498 0.434 0.357
2 C 0.116 -0.533 -0.745
3 H -0.058 2.417 1.145
4 H -1.467 -0.118 0.631
5 H -0.958 1.138 -0.178
6 H 2.154 -1.852 -0.834
7 O -0.029 0.981 1.460
8 S 1.477 -1.226 0.180
9 S -0.738 -1.240 -2.016

9.
Molecular formula: C2H4OS2
Method: DFT, ωB97M-V/def2-TZVPD

Calculated values
Total charge: 0
Kohn-Sham gap: 9.646 eV

Geometry (Å):
1 C -1.678 0.095 0.179
2 C -1.329 -1.024 0.233
3 O 1.849 -1.249 0.323
4 S 1.097 1.739 0.111
5 S 1.140 -0.290 -0.494
6 H -2.058 1.198 0.299
7 H -0.120 1.644 0.560
8 H -0.998 -2.101 0.179
9 H 2.097 -0.011 -1.389

10.
Molecular formula: C2H4OS2
Method: DFT, ωB97M-V/def2-TZVPD

Calculated values
Total charge: 0
SMILES: OC(=S)CS
Kohn-Sham gap: 8.859 eV

Geometry (Å):
1 O 0.266 1.451 0.021
2 C 0.607 0.221 -0.045
3 S 2.215 -0.306 -0.015
4 C -0.516 -0.746 0.092
5 S -2.135 -0.135 -0.120
6 H -0.711 1.382 0.105
7 H -0.365 -1.255 1.021
8 H -0.432 -1.578 -0.617
9 H -2.448 0.052 1.208

11.
Molecular formula: C2H4OS3
Method: DFT, ωB97M-V/def2-TZVPD

Calculated values
Total charge: 0
Kohn-Sham gap: 9.026 eV

Geometry (Å):
1 C 0.045 -1.359 0.305
2 C -0.011 1.192 -0.656
3 O 1.763 0.636 1.199
4 S -1.948 -0.705 0.264
5 S -1.426 1.245 0.567
6 S 1.253 0.042 -0.005
7 H 0.218 -2.050 1.060
8 H 0.105 -1.851 -0.649
9 H -0.278 0.643 -1.590
10 H 0.277 2.207 -0.495

12.
Molecular formula: C2H4OSSi
Method: DFT, ωB97M-V/def2-TZVPD

Calculated values
Multiplicity: 3
Total charge: 0
Kohn-Sham gap (spin up / spin down): 6.266 / 7.728 eV

Geometry (Å):
1 C 0.088 -0.716 -0.076
2 C -1.278 -1.268 -0.004
3 O -1.655 1.214 -0.037
4 Si 0.081 1.191 0.024
5 S -2.544 -0.098 0.006
6 H 0.900 -1.286 -0.225
7 H -1.397 -2.359 -0.317
8 H 0.540 2.048 1.266
9 H 0.440 1.961 -1.059